{"formula": "C10H11ClNS2", "method": "the ωB97M-V functional and the def2-TZVPD basis", "symbols": ["C", "C", "C", "C", "C", "C", "C", "C", "C", "C", "N", "S", "S", "Cl", "H", "H", "H", "H", "H", "H", "H", "H", "H", "H", "H"], "xyz": [[3.687, -1.351, 1.942], [2.615, -0.381, 1.968], [4.051, -1.744, 0.657], [2.276, -0.097, 0.678], [-2.533, 1.554, 0.330], [-2.471, 0.684, 1.388], [-2.066, 1.382, -0.863], [-1.603, -0.382, 1.234], [-1.442, 0.065, -1.266], [-0.980, -0.592, 0.001], [-0.367, 0.378, -2.203], [3.233, -0.954, -0.517], [1.066, 0.978, 0.121], [-0.159, -2.019, -0.274], [4.013, -1.824, 2.843], [1.958, -0.250, 2.726], [4.912, -2.281, 0.237], [-3.027, 2.403, 0.615], [-3.033, 0.952, 2.265], [-2.168, 2.163, -1.568], [-1.321, -1.035, 2.019], [-2.279, -0.659, -1.637], [-0.088, -0.318, -2.900], [0.847, 0.429, -1.278], [-0.773, 1.147, -2.761]], "lowdin_charge": [-0.13, -0.14, -0.45, -0.96, -0.10, 0.01, -0.01, -0.09, -0.40, -0.72, -0.01, 1.00, 0.91, 0.87, 0.10, 0.08, 0.08, 0.11, 0.14, 0.12, 0.11, 0.21, 0.13, 0.00, 0.13], "energy_ev": -46221.1946, "de_lowest_kcal_mol": 44.69, "total_charge": 1, "multiplicity": 1, "orbital_gap_ev": [5.7, 5.7]}